Entry 1:
{"formula": "C28H18Br2N4ORe", "method": "wB97M-V/def2-TZVPD", "s_squared": 1.140, "lumo_ha": [-0.31048, -0.27649], "relative_energy_kj_mol": 85.5, "e_homo_ev": [-13.05, -13.22], "total_charge": 2, "multiplicity": 2, "symbols": ["N", "C", "C", "H", "H", "C", "Br", "H", "C", "C", "C", "C", "Re", "H", "H", "H", "H", "C", "C", "C", "C", "C", "N", "H", "C", "H", "N", "H", "H", "C", "H", "C", "O", "C", "H", "C", "H", "H", "C", "C", "C", "Br", "H", "C", "H", "C", "C", "C", "N", "C", "C", "H", "C", "C"], "positions_angstrom": [[-0.283, 1.065, 2.055], [-1.006, -1.524, -4.839], [-3.649, 1.546, 0.756], [-1.277, -3.631, -4.787], [-1.862, 2.957, 5.062], [-0.989, -2.751, -4.228], [-4.591, 1.136, -0.813], [-5.337, 2.437, 1.736], [-4.290, 2.181, 1.821], [-1.595, 1.487, 2.021], [3.201, -2.822, 0.937], [-1.435, 2.424, 4.223], [0.239, 0.102, 0.037], [2.047, 0.648, 4.382], [2.525, 1.414, 2.879], [-0.597, -3.897, -2.461], [3.841, -4.839, 1.371], [-0.137, 1.992, 4.254], [4.435, -0.774, 1.186], [3.052, -4.228, 0.950], [3.317, -0.076, 0.726], [4.365, -2.136, 1.345], [0.200, 0.502, -2.007], [0.055, -4.536, -0.594], [-3.598, 2.487, 2.963], [0.483, 2.173, 5.120], [2.181, -0.677, 0.389], [3.345, 1.004, 0.656], [-1.307, -1.427, -5.874], [-2.223, 2.146, 3.094], [1.886, -0.246, 2.872], [-0.609, -0.374, -4.120], [-1.649, 0.622, -0.154], [-0.248, -1.800, -2.139], [0.039, 2.957, -4.270], [-0.054, 1.955, -3.877], [5.332, -0.224, 1.429], [5.199, -2.692, 1.758], [2.150, -2.051, 0.414], [0.412, 1.280, 3.177], [1.022, -2.663, -0.201], [-4.489, 3.368, 4.366], [0.637, 2.511, -1.908], [0.288, 1.710, -2.548], [-0.789, 1.097, -5.695], [-0.599, -2.907, -2.888], [-0.511, 0.924, -4.663], [-2.304, 1.203, 0.832], [0.213, -1.717, -0.831], [1.796, 0.737, 3.328], [0.917, -4.037, -0.179], [1.824, -5.882, 0.433], [-0.246, -0.534, -2.772], [1.930, -4.806, 0.419]], "forces_ev_per_a": [[0.0117, -0.4413, -0.7426], [-0.0150, -0.0143, 0.0264], [0.7875, -0.3621, -0.3568], [-0.0091, 0.0086, 0.0124], [-0.0081, 0.0034, 0.0004], [-0.0503, -0.1006, -0.0958], [-0.0108, 0.0462, 0.0741], [0.0106, -0.0046, -0.0152], [-0.0748, 0.1892, 0.3779], [-0.3827, 0.0035, -0.3216], [-0.1494, 0.2028, -0.0419], [0.0578, -0.0691, -0.0764], [-0.5541, -0.7548, -0.5504], [-0.0005, 0.0073, 0.0016], [0.0044, -0.0223, -0.0037], [-0.0107, -0.0259, 0.0056], [-0.0023, -0.0095, -0.0181], [-0.0176, -0.0335, -0.0630], [0.0725, -0.0171, 0.0424], [-0.0530, -0.1172, -0.0085], [0.0265, -0.0077, -0.0142], [-0.1135, 0.0374, -0.0124], [-0.0919, 0.0050, 0.2543], [-0.0260, -0.0064, -0.0135], [-0.0191, 0.0106, -0.0592], [-0.0058, -0.0300, 0.0056], [0.3655, -0.0720, 0.1376], [-0.0573, -0.0087, -0.0372], [0.0211, -0.0093, -0.0076], [-0.1732, 0.0755, 0.0240], [-0.0038, -0.0152, 0.0372], [0.0601, 0.0401, 0.2770], [0.9929, -0.4974, -0.2595], [-0.0632, 0.0396, -0.3454], [0.0056, 0.0005, 0.0189], [-0.0735, 0.0241, -0.1383], [-0.0114, -0.0042, 0.0338], [0.0313, -0.0028, -0.0545], [-0.0183, -0.1260, -0.0205], [0.1112, -0.0344, 0.1165], [0.4602, -0.3480, 0.1515], [0.0175, -0.0277, -0.0369], [-0.0078, -0.0247, 0.0187], [0.0597, -0.0267, -0.0161], [0.0207, -0.0027, -0.0121], [0.0332, 0.0398, 0.1829], [0.0050, 0.0262, 0.0932], [-0.8985, 0.5940, 0.8028], [-0.2815, 1.6183, 0.7840], [0.0423, 0.0336, -0.0472], [-0.0960, 0.3244, -0.0716], [-0.0086, 0.0093, 0.0178], [-0.0661, 0.0052, -0.1685], [0.1565, -0.1284, 0.1121]], "nbo_charge": [-0.57, -0.11, -0.11, 0.25, 0.26, -0.19, 0.14, 0.26, -0.24, 0.12, -0.10, -0.04, 1.47, 0.26, 0.24, 0.23, 0.25, -0.26, -0.26, -0.12, 0.12, -0.05, -0.44, 0.24, -0.05, 0.25, -0.52, 0.22, 0.25, -0.13, 0.22, -0.11, -0.68, 0.07, 0.26, -0.26, 0.26, 0.25, 0.15, 0.31, 0.16, 0.14, 0.23, 0.13, 0.25, -0.13, -0.04, 0.31, -0.40, -0.66, -0.16, 0.25, 0.23, -0.19]}



Entry 2:
{"formula": "C2H6ClMg2O", "method": "wB97M-V/def2-TZVPD", "lumo_ha": -0.55482, "relative_energy_kj_mol": 0.0, "e_homo_ev": -22.06, "total_charge": 3, "multiplicity": 1, "symbols": ["Mg", "Mg", "H", "C", "H", "H", "O", "H", "C", "H", "H", "Cl"], "positions_angstrom": [[2.517, 1.067, -0.196], [2.551, -3.489, 1.625], [-1.501, -0.755, 0.634], [-0.797, 1.022, -0.441], [-2.021, -0.581, -1.110], [-0.434, -1.080, -0.771], [0.423, 1.267, 0.345], [-1.607, 1.653, -0.077], [-1.231, -0.440, -0.371], [0.165, 1.470, 1.259], [-0.645, 1.294, -1.484], [2.579, -1.428, 0.587]], "forces_ev_per_a": [[-1.8302, -0.3088, 0.5795], [0.1210, 0.3262, -0.2017], [-0.2872, -0.0303, -0.0737], [-1.4963, -1.0029, -0.6210], [-0.3832, 0.0466, 0.4217], [0.1036, -0.0267, 0.2317], [1.8394, 0.1879, -0.1310], [0.3462, 0.2749, 0.2712], [0.9233, 0.3429, -0.5820], [0.0703, 0.0855, -0.1320], [0.5162, 0.2298, 0.1237], [0.0769, -0.1252, 0.1134]], "nbo_charge": [1.91, 1.92, 0.23, -0.09, 0.28, 0.18, -0.91, 0.24, -0.64, 0.54, 0.21, -0.88]}



Entry 3:
{"formula": "C68H65NO22", "method": "wB97M-V/def2-TZVPD", "lumo_ha": -0.06349, "e_homo_ev": -9.55, "smiles": "COCCCCCCCCCNC(=O)OC[C@@H](C)O.O=C1C=CC(=O)C=C1.O=C1C=CC(=O)C=C1.O=C1C=CC(=O)C=C1.O=C1C=CC(=O)C=C1.O=C1C=CC(=O)C=C1.O=C1C=CC(=O)C=C1.O=C1C=CC(=O)C=C1.O=C1C=CC(=O)C=C1.O=C1C=CC(=O)C=C1", "multiplicity": 1, "symbols": ["C", "H", "C", "C", "C", "H", "C", "H", "H", "C", "C", "C", "H", "C", "C", "H", "O", "O", "H", "H", "O", "H", "H", "O", "C", "H", "H", "H", "C", "C", "C", "C", "H", "O", "H", "C", "C", "C", "H", "C", "C", "O", "C", "C", "C", "H", "H", "H", "H", "H", "C", "H", "C", "C", "C", "C", "C", "O", "C", "C", "H", "C", "N", "O", "C", "H", "O", "H", "O", "H", "H", "H", "C", "H", "H", "O", "C", "H", "C", "C", "H", "H", "O", "H", "H", "C", "H", "H", "C", "H", "O", "C", "H", "C", "O", "H", "C", "C", "H", "C", "H", "C", "O", "C", "H", "H", "H", "C", "H", "C", "O", "C", "C", "H", "O", "C", "O", "C", "H", "H", "C", "C", "H", "C", "C", "O", "C", "H", "H", "C", "C", "C", "C", "C", "H", "H", "C", "H", "C", "H", "C", "H", "H", "H", "H", "C", "O", "H", "H", "C", "H", "O", "O", "C", "H", "H"], "positions_angstrom": [[-4.252, -0.018, -1.940], [-2.727, 2.487, 1.545], [1.234, 3.858, -0.654], [5.186, -3.527, -7.354], [-3.338, 2.577, 0.646], [-2.358, -0.301, -2.181], [6.669, -2.652, -9.098], [5.726, -3.052, -5.282], [-3.292, 1.885, -2.196], [3.046, 1.183, 8.699], [-5.215, 0.029, -0.745], [1.211, 0.686, 6.547], [-1.088, 5.512, 6.450], [0.266, 3.581, -1.812], [-3.944, 1.551, 11.610], [-7.711, -0.359, 6.369], [3.895, 1.062, 0.822], [4.186, -4.153, -7.052], [-1.007, -0.966, 6.401], [-1.282, 2.303, -1.021], [-4.558, 0.028, 0.529], [7.762, -1.749, -5.892], [-5.852, -0.854, -0.764], [-7.742, -2.612, 5.087], [-0.643, 5.374, 7.427], [-5.006, 1.927, -2.598], [3.671, 1.344, 9.568], [1.416, 4.934, -0.626], [-0.453, -3.751, -11.150], [-8.660, -0.609, 5.912], [-1.195, 3.322, -1.400], [2.473, 1.660, -1.095], [0.808, 3.570, 0.305], [-1.653, -3.594, -11.174], [2.855, 0.799, 2.545], [9.891, -3.134, -13.072], [-3.200, 3.964, 0.047], [-4.104, 1.324, -2.658], [-0.242, 2.792, 9.758], [-2.547, -0.757, 4.861], [-1.760, 4.295, -0.369], [-1.275, -1.144, 10.091], [-2.812, -1.853, 7.039], [-8.715, -1.892, 5.169], [-4.229, -2.161, 6.713], [-4.313, -0.738, 3.566], [-3.469, 4.680, 0.830], [-3.828, 1.175, -3.701], [4.460, 1.793, 7.244], [3.735, -0.105, -0.903], [0.360, -3.298, -9.993], [-0.181, -2.825, -9.183], [3.466, 1.423, 7.459], [-11.015, -0.189, 5.364], [6.039, -2.908, -6.309], [2.165, -2.793, -4.786], [0.464, 4.775, 10.003], [-1.828, -0.153, 4.089], [8.249, -1.406, -13.941], [0.572, 6.137, 9.419], [-3.059, 1.822, -0.082], [2.993, 0.294, 1.591], [-4.759, 2.301, 1.007], [2.967, 1.420, 5.161], [2.383, -4.516, -3.054], [0.246, 4.424, -2.504], [-4.934, -2.741, 7.514], [3.199, 3.633, -1.577], [1.173, -0.766, -4.118], [2.122, -5.054, -13.056], [2.014, 0.201, 1.122], [6.982, -2.508, -10.129], [1.355, -2.381, -2.417], [2.285, -2.408, -5.791], [0.587, 2.713, -2.385], [-1.304, 3.113, 7.418], [-1.615, 0.791, 11.403], [-5.869, 0.895, -0.828], [9.034, -1.188, -14.992], [10.311, -1.926, -15.166], [0.582, 0.527, 5.677], [2.507, 1.524, -2.178], [-2.990, -0.492, -1.487], [8.787, -0.471, -15.764], [-1.805, 3.438, -2.298], [7.124, -2.212, -6.634], [-1.166, 4.334, 0.543], [-5.000, 2.847, 1.826], [10.677, -2.917, -14.122], [0.911, 4.636, 10.980], [7.899, -2.598, -11.943], [-0.752, 4.015, 8.011], [4.574, 1.424, -1.033], [-0.030, 6.357, 8.080], [-5.512, 0.672, 2.465], [-3.912, 4.114, -0.763], [8.616, -2.397, -12.901], [-4.742, -1.722, 5.391], [10.137, -3.850, -12.298], [1.580, -4.579, -12.248], [4.937, -3.817, -9.510], [-0.150, 3.792, 9.351], [8.515, -1.396, -8.345], [-4.980, 0.979, 1.400], [3.024, -4.689, -5.147], [0.063, 7.356, 7.673], [-5.782, -1.955, 5.166], [-11.068, -1.474, 4.621], [1.632, -3.987, -1.062], [2.390, -4.124, -11.093], [11.027, -1.726, -16.122], [-3.520, -0.460, 10.271], [2.561, -4.015, -4.442], [-10.016, -3.203, 3.994], [2.743, -5.628, -2.736], [-3.957, -1.071, 4.532], [1.130, 7.032, 10.013], [7.523, -2.031, -8.055], [-2.192, 2.500, 12.514], [-0.553, 0.863, 11.596], [-4.389, 0.418, 10.762], [2.589, 3.163, -0.806], [-0.350, -4.728, -13.108], [0.262, -4.405, -12.276], [3.713, 0.939, -0.568], [3.593, -4.280, -11.067], [1.674, 0.680, 8.956], [11.611, -3.443, -14.268], [3.400, -0.696, 1.810], [-9.727, 0.180, 6.003], [1.679, -3.472, -9.966], [-2.492, 1.666, 11.891], [-10.002, -2.263, 4.530], [1.750, -3.602, -2.067], [-3.830, -1.295, 9.654], [2.291, -3.155, -9.130], [-2.063, -0.344, 10.548], [-1.766, 5.295, -0.808], [1.533, -1.882, -3.803], [-12.017, -1.724, 4.164], [0.795, 0.447, 7.789], [3.119, 3.269, 0.141], [-5.453, 0.351, 10.572], [7.314, -0.879, -13.794], [1.544, 1.213, -0.743], [-2.038, -1.200, 6.180], [1.270, 0.464, 10.079], [-0.197, 0.079, 8.015], [-9.711, 1.120, 6.539], [5.582, -3.351, -8.769], [-4.662, -0.741, -2.651], [-11.986, 0.530, 5.445], [-4.737, 2.351, 12.058], [2.581, 1.195, 6.287], [0.892, -1.698, -1.715], [-2.452, -2.181, 8.008]], "forces_ev_per_a": [[0.1614, 0.2503, -0.0727], [0.2675, -0.1187, -0.0677], [0.3249, 0.1199, -0.6057], [0.0027, -0.0026, -0.0017], [-0.7313, 0.0983, -0.5136], [0.2264, -0.0575, -0.1466], [-0.0520, 0.0237, -0.0665], [-0.0200, -0.0205, -0.0130], [-0.1114, 0.0827, 0.0496], [0.0410, 0.0092, 0.0067], [-0.1442, -0.2800, -0.0498], [-0.0213, -0.0160, 0.0237], [-0.0096, -0.0325, -0.0025], [-0.5469, 0.0503, 0.1281], [-0.0282, 0.0064, 0.0055], [0.0149, -0.0293, -0.0122], [-0.0248, -0.0472, -0.0046], [0.0156, 0.0715, -0.1080], [0.0320, -0.0490, -0.0618], [-0.0242, -0.1246, -0.0847], [-0.2284, 0.3855, 0.1429], [0.0209, 0.0123, -0.0296], [0.0376, -0.1161, 0.0996], [-0.2129, -0.0583, -0.0777], [0.0113, 0.0484, 0.0033], [-0.1220, -0.0087, -0.1419], [-0.0149, -0.0160, 0.0149], [-0.0879, 0.0706, 0.3214], [-0.0038, -0.0009, 0.0100], [-0.0213, 0.0457, 0.0105], [0.3764, 0.3946, 0.2256], [0.7771, 0.1609, -0.4315], [-0.0993, -0.1109, 0.0539], [-0.0318, 0.0069, -0.0069], [0.0161, 0.0571, 0.0378], [0.0499, -0.0222, -0.0260], [0.2118, 0.2978, 0.5171], [0.3141, -0.0877, 0.1966], [-0.0202, 0.0040, -0.0220], [-0.0345, 0.0386, -0.0160], [-0.4673, -0.1036, -0.2155], [-0.1076, -0.0618, -0.0485], [0.0188, -0.0491, 0.0580], [0.0399, 0.0019, 0.0157], [-0.0330, 0.0422, -0.0712], [-0.0159, -0.0064, 0.0413], [-0.1709, 0.1023, -0.0717], [-0.0773, 0.0163, -0.1055], [-0.0071, 0.0006, -0.0378], [-0.0989, -0.1561, 0.1911], [0.0444, 0.0045, 0.0170], [-0.0303, -0.0052, -0.0149], [-0.0140, 0.0109, 0.0543], [0.0022, 0.0074, 0.0034], [0.0101, -0.0077, 0.0399], [0.0319, -0.0312, 0.0027], [-0.0101, -0.0525, -0.0047], [0.0161, 0.0050, 0.0199], [0.0057, 0.0284, -0.0454], [0.0013, 0.0074, 0.0055], [0.1868, -0.1408, 0.1854], [0.0469, 0.1170, 0.3825], [0.6583, -0.6368, 0.5957], [0.0278, 0.0149, -0.0332], [-0.0183, 0.0324, 0.0041], [0.2364, 0.0752, -0.0419], [-0.0135, 0.0646, 0.0726], [-0.0077, 0.0544, -0.1027], [-0.0398, 0.0279, 0.0201], [0.0287, 0.0022, 0.0168], [-0.0469, -0.0734, -0.0965], [-0.0762, -0.0342, 0.2821], [0.0126, -0.0184, 0.0632], [0.0096, 0.0111, 0.0003], [0.0931, -0.0026, -0.0978], [-0.0565, -0.0593, -0.0394], [-0.0673, -0.0171, 0.0078], [0.0314, 0.1174, 0.0004], [-0.0435, 0.0085, 0.0287], [0.0044, 0.0002, 0.0004], [0.0165, 0.0458, -0.0166], [-0.2703, -0.2188, -0.0505], [-0.1801, -0.0068, 0.0822], [0.0307, -0.0052, -0.0174], [-0.1110, -0.3428, -0.0554], [-0.0229, -0.0067, 0.0275], [0.2370, -0.0179, -0.0305], [-0.2715, 0.2497, -0.1303], [-0.0179, -0.0208, 0.0442], [0.0138, 0.0306, 0.0017], [0.0704, -0.0150, -0.2186], [0.0349, -0.0333, 0.0396], [0.1568, -0.0121, 0.1038], [-0.0264, -0.0274, -0.0411], [0.6985, 0.5089, -1.6347], [0.0103, -0.1690, -0.1735], [-0.0070, 0.0070, 0.0409], [-0.0474, 0.0187, -0.0745], [-0.0284, 0.0107, 0.0199], [-0.0333, -0.0036, -0.0375], [0.1488, 0.0961, 0.1315], [0.0273, 0.0023, 0.0312], [0.0005, 0.0081, 0.0161], [-0.7643, -0.3565, 1.2444], [0.0444, -0.0271, -0.0293], [0.0178, 0.0121, 0.0282], [0.3017, -0.0099, 0.1223], [0.0319, -0.0419, -0.0148], [0.0103, -0.0276, -0.0116], [-0.0009, -0.0018, 0.0660], [0.0173, 0.0030, -0.0284], [0.0042, 0.0102, -0.0064], [-0.0916, -0.0263, 0.1385], [0.0344, -0.0066, 0.0085], [0.0092, -0.0162, 0.0095], [0.0424, -0.0735, 0.0081], [0.0158, 0.0199, 0.0116], [0.0170, -0.0039, -0.0280], [-0.0320, 0.0107, 0.0098], [0.0227, -0.0985, -0.0381], [-0.0001, -0.0276, -0.0333], [-0.4469, -0.2946, 0.5303], [-0.0311, 0.0093, 0.0164], [0.0498, -0.0130, -0.0143], [-0.0906, 0.1407, -0.3284], [-0.0793, -0.0541, -0.1748], [-0.0818, -0.1020, -0.0185], [0.0093, 0.0187, -0.0292], [-0.0078, -0.1435, -0.1990], [0.0476, -0.0125, 0.0112], [-0.0350, 0.0278, 0.0244], [0.0726, -0.0295, -0.0295], [-0.0588, -0.0025, -0.0071], [-0.0092, 0.0335, -0.0042], [-0.0096, -0.0235, 0.0258], [0.0274, -0.0414, 0.0021], [-0.0465, 0.0613, 0.0404], [0.1298, 0.1300, 0.1090], [-0.0138, 0.0503, -0.0184], [-0.0159, 0.0310, 0.0106], [0.0089, 0.0378, -0.1806], [0.1237, 0.1364, -0.0100], [-0.0061, 0.0159, 0.0191], [-0.0055, -0.0162, 0.0310], [-0.0833, 0.0747, 0.1778], [0.0265, -0.0152, 0.0221], [0.2298, 0.2522, 0.1353], [0.0020, 0.0263, 0.0778], [-0.0327, 0.0078, -0.0089], [0.0031, -0.0447, -0.0521], [-0.1517, -0.0520, 0.0034], [-0.0278, 0.0159, 0.0000], [-0.0031, 0.0310, 0.0056], [-0.0290, -0.0224, -0.0026], [-0.0059, 0.0220, -0.0230], [0.0167, -0.0247, -0.0241]], "lowdin_charge": [-0.39, 0.14, -0.20, -0.37, -0.17, 0.09, 0.04, 0.12, 0.04, 0.02, -0.11, 0.03, 0.12, -0.19, -0.39, 0.12, -0.19, 0.07, 0.09, 0.10, 0.00, 0.12, 0.13, 0.09, 0.02, 0.09, 0.12, 0.11, -0.39, 0.03, -0.21, -0.20, 0.10, 0.11, 0.07, 0.03, -0.19, -0.03, 0.10, -0.37, -0.20, 0.09, 0.02, -0.37, -0.38, 0.09, 0.11, 0.08, 0.12, 0.12, 0.03, 0.12, 0.03, -0.39, 0.02, 0.02, 0.03, 0.10, 0.02, -0.39, 0.09, -0.09, 0.09, 0.11, -0.38, 0.11, 0.10, 0.12, 0.09, 0.12, 0.08, 0.09, 0.02, 0.11, 0.10, 0.10, 0.01, 0.12, 0.02, -0.39, 0.11, 0.11, -0.02, 0.12, 0.11, 0.02, 0.10, 0.13, 0.02, 0.12, 0.09, -0.38, 0.12, 0.02, 0.08, 0.11, -0.36, 0.04, 0.12, 0.02, 0.09, 0.02, 0.11, -0.53, 0.10, 0.12, 0.09, 0.02, 0.12, -0.37, 0.11, 0.03, 0.02, 0.12, 0.11, 0.04, 0.11, -0.38, 0.12, 0.10, 0.03, -0.20, 0.12, 0.02, -0.25, 0.09, -0.38, 0.12, 0.09, 0.02, 0.03, 0.02, 0.02, 0.02, 0.10, 0.11, -0.37, 0.12, -0.39, 0.12, 0.01, 0.11, 0.12, 0.12, 0.10, 0.03, 0.09, 0.10, 0.12, 0.03, 0.14, 0.11, 0.11, -0.37, 0.12, 0.11]}



In Ha, the total energy values for the records above are, in order, -6597.9025 -1014.2856 -4339.8846.